A structure of composition C22H21CaIN2 in a non-equilibrium geometry, computed with the ωB97M-V functional and the def2-TZVPD basis.

Its gap between HOMO and LUMO (spin up / spin down) is 5.9 / 5.9 eV. The molar mass comes out at 480.41 u. For the total energy, the calculation gives -52671.0651 eV. For the HOMO energy (spin up / spin down), the calculation gives -6.88 / -6.83 eV.

Each line ends with the natural charge from an NBO analysis.
Positions of all 47 atoms, in Å:
C 0.187 1.646 1.680  -0.638
C 0.195 -1.571 1.774  -0.620
H 1.257 1.828 1.483  0.216
H -0.129 1.046 2.543  0.198
H -0.566 2.307 1.210  0.193
H 0.336 -2.421 1.090  0.176
H 1.073 -1.085 2.234  0.214
H -0.818 -1.389 2.183  0.216
C 0.091 2.733 -1.675  0.075
C 0.189 3.522 -2.823  -0.227
C 0.092 2.877 -4.067  -0.149
C -0.069 1.495 -4.185  -0.207
H 0.184 3.081 -0.634  0.219
H 0.323 4.588 -2.689  0.234
H 0.154 3.458 -4.976  0.228
H -0.139 0.949 -5.121  0.220
N -0.156 1.425 -1.838  -0.541
C -0.166 0.748 -3.007  0.159
C -0.316 -0.758 -2.999  0.270
N -0.346 -1.424 -1.825  -0.567
C -0.399 -2.751 -1.647  0.072
C -0.572 -2.902 -4.032  -0.152
C -0.537 -3.546 -2.784  -0.227
H -0.341 -3.105 -0.605  0.212
H -0.617 -4.616 -2.639  0.234
C -0.457 -1.516 -4.165  -0.227
H -0.485 -0.972 -5.103  0.219
H -0.687 -3.489 -4.931  0.228
Ca -0.122 -0.011 -0.048  1.646
I 2.926 -0.157 -0.467  -0.867
C -4.369 0.197 4.825  -0.233
C -2.963 0.079 4.714  -0.214
C -2.331 0.046 3.477  -0.235
C -3.099 0.143 2.265  -0.031
C -2.603 0.136 0.945  -0.420
C -3.370 0.212 -0.196  -0.340
C -4.793 0.319 -0.042  -0.210
C -5.355 0.343 1.219  -0.237
C -4.546 0.260 2.388  -0.094
C -5.135 0.284 3.667  -0.174
H -4.843 0.217 5.811  0.212
H -2.352 0.007 5.608  0.207
H -1.245 -0.050 3.434  0.185
H -2.961 0.197 -1.213  0.174
H -5.435 0.382 -0.920  0.198
H -6.440 0.428 1.369  0.203
H -6.222 0.373 3.727  0.202